(1)
17
Properties=species:S:1:pos:R:3:forces:R:3 method="wB97M-V/def2-TZVPD" relative_energy_kcal_mol=86.8 orbital_gap_ev=9.82 total_energy_ha=-309.7041 homo_ev=-8.85
C 1.100352 -0.522946 0.531729 0.147 0.148 0.599
C 1.358098 0.996565 0.292366 -0.338 1.532 3.491
O 0.431237 1.510031 -0.583779 0.057 0.305 0.431
C -0.913841 1.285827 -0.117704 -0.215 0.143 -0.026
C -1.620768 0.032869 -0.594295 0.069 -0.008 -0.041
C -1.066949 -1.162136 -0.764210 0.107 0.231 -0.010
C 0.382053 -1.476921 -0.488438 0.217 0.347 0.001
H 0.419331 -0.487941 1.378500 0.079 -0.624 0.230
H 2.015319 -1.019390 0.849995 0.079 0.060 0.114
H 1.174714 1.622743 1.597356 -1.265 -1.618 -1.757
H 2.161345 1.686512 0.759263 0.419 -1.596 -3.051
H -0.875379 1.303198 0.983992 -0.144 0.136 -0.229
H -1.487028 2.150457 -0.452514 0.028 0.018 -0.008
H -2.688485 0.147855 -0.791314 0.243 0.043 0.019
H -1.692112 -1.983631 -1.131087 0.248 0.246 0.133
H 0.905079 -1.601943 -1.446085 0.107 0.206 0.188
H 0.397034 -2.481149 -0.023774 0.160 0.432 -0.082


(2)
17
Properties=species:S:1:pos:R:3:forces:R:3 method="wB97M-V/def2-TZVPD" relative_energy_kcal_mol=126.8 orbital_gap_ev=9.27 total_energy_ha=-309.6403 homo_ev=-8.64
C 1.852548 -0.658030 0.080251 0.050 -0.021 -0.018
C 0.630138 0.138900 0.508683 0.046 0.017 0.070
C 0.352445 1.435510 -0.328568 0.261 0.057 -0.044
C -1.173123 1.648943 -0.497917 -0.081 -0.438 0.194
C -1.502398 0.518997 0.041787 -0.118 0.158 -0.142
C -0.707890 -0.673348 0.438790 -0.004 0.186 0.233
O -0.752191 -1.733729 -0.488784 0.018 0.083 -0.310
H 1.753105 -1.008814 -0.952631 0.039 0.049 0.136
H 2.754074 -0.037438 0.138510 -0.152 -0.056 -0.004
H 2.003129 -1.536367 0.716411 -0.023 0.112 -0.097
H 0.743745 0.442220 1.556497 -0.035 -0.048 -0.137
H 0.776999 1.353334 -1.338327 -0.074 0.021 0.128
H 0.818536 2.313541 0.130068 -0.072 -0.128 -0.066
H -2.950665 -0.018009 -0.378240 0.117 -0.019 -0.134
H -3.010361 0.291343 0.343606 0.053 0.096 0.164
H -0.964741 -1.123655 1.400090 0.006 0.090 -0.114
H -0.623351 -1.353390 -1.370218 -0.028 -0.159 0.141